Here is a 13-piece molecular cluster, C84H187N9O13 overall from OMol25. Energies are from ωB97M-V/def2-TZVPD.

As for the expectation value of S²: 0.754. The HOMO energy (alpha / beta) comes out at -8.918 / -8.918 eV. As for the LUMO energy (alpha / beta): -2.648 / -6.500 eV. The value obtained for the HOMO-LUMO gap (alpha / beta) is 6.3 / 2.4 eV. As for the net charge: +1. As for the electronic energy: -130147.6402 eV. Its multiplicity is 2.

Geometry as XYZ:
```
293
Properties=species:S:1:pos:R:3:forces:R:3:lowdin_charge:R:1
C 16.44143 -6.99411 3.95294 -0.1 1.1 -0.6 -0.060
C 17.25666 -5.66161 3.88169 0.4 -1.5 -0.5 -0.284
O 16.93703 -4.94383 2.70632 -1.2 -0.2 0.0 -0.103
H 16.71268 -7.62076 3.10333 0.4 -0.1 0.1 0.064
H 15.37700 -6.84011 3.77577 -0.1 0.3 0.5 0.071
H 16.59850 -7.55041 4.87703 0.1 0.2 0.0 0.073
H 18.28381 -5.98612 3.71510 0.4 0.0 0.7 0.101
H 17.20987 -5.02824 4.76756 -0.3 -0.1 0.1 0.098
H 17.46929 -4.14560 2.67259 0.4 0.2 0.1 0.041
C 22.09432 -0.69349 -7.36700 0.0 0.3 0.9 -0.086
C 22.78792 -0.67997 -8.72335 -1.1 -0.3 1.6 -0.302
O 23.14969 -2.02182 -9.02130 0.1 0.2 -0.6 -0.069
H 22.78014 -0.88120 -6.54085 0.1 -0.3 0.0 0.048
H 21.28510 -1.42281 -7.33009 0.1 -0.2 -0.2 0.069
H 21.61215 0.25475 -7.12941 0.1 0.3 -0.2 0.049
H 23.68003 -0.05708 -8.65825 0.0 0.1 -0.4 0.104
H 21.98671 -0.25898 -9.33076 0.6 0.0 -1.0 0.112
H 22.61166 -2.33011 -9.75415 0.1 -0.1 0.0 0.084
C 17.38169 -1.69314 5.02453 1.0 -0.2 -1.5 -0.043
C 17.74175 -1.69300 3.47061 -1.1 0.0 1.4 -0.273
O 18.65855 -2.70604 3.09410 -0.4 0.0 0.1 -0.111
H 17.03877 -2.68356 5.32382 0.0 0.0 0.0 0.059
H 16.62591 -0.95891 5.30348 0.0 0.1 -0.3 0.070
H 18.31003 -1.46592 5.54861 0.0 0.0 0.3 0.050
H 18.04791 -0.69558 3.15513 0.3 0.1 0.0 0.085
H 16.83138 -1.90903 2.91145 0.0 -0.1 -0.1 0.107
H 19.55765 -2.54116 3.38740 0.3 0.2 0.3 0.057
C 19.10789 -6.77575 0.15724 0.9 -1.1 0.0 -0.086
C 17.70681 -6.73808 -0.40605 0.9 0.9 0.4 -0.292
O 17.15600 -5.51793 0.06443 -1.1 0.0 -1.2 -0.120
H 19.45112 -7.80869 0.21483 0.2 -0.2 0.1 0.072
H 19.17234 -6.34936 1.15831 -0.2 0.0 0.0 0.069
H 19.83264 -6.25230 -0.46632 -0.2 0.2 0.0 0.047
H 17.11789 -7.61284 -0.13025 -0.2 0.0 0.1 0.112
H 17.80029 -6.69046 -1.49099 -0.4 0.0 -0.1 0.100
H 16.89058 -5.62976 0.98021 0.0 0.2 0.5 0.039
C 28.79379 -0.85381 -5.57579 0.3 -0.5 0.1 -0.045
C 28.07328 -0.32311 -4.30900 0.8 -1.9 -0.7 -0.475
C 28.63631 1.08961 -4.06754 -1.4 0.3 0.0 -0.135
C 27.79780 1.83886 -3.05518 -1.9 0.5 0.2 -0.169
C 26.25279 1.78536 -3.32087 1.2 -0.2 -0.8 -0.153
C 25.70911 0.41464 -3.72826 -1.2 0.4 0.4 -0.461
N 26.63020 -0.30099 -4.62728 0.4 2.5 0.3 -0.123
O 26.13456 -1.53843 -5.03998 0.0 -0.3 0.5 -0.002
C 25.46247 -0.36481 -2.38218 -0.2 -0.3 -1.1 -0.015
C 24.38660 0.77210 -4.54709 1.1 -1.7 0.7 -0.018
C 28.43504 -1.30992 -3.14264 0.0 0.6 -0.2 -0.020
H 28.78991 -1.93837 -5.68449 -0.1 -0.1 0.5 0.079
H 29.83926 -0.56543 -5.46655 0.1 0.0 -0.3 0.082
H 28.40559 -0.52872 -6.54105 -0.1 0.7 0.2 0.084
H 29.68643 1.13352 -3.77872 0.0 -0.6 0.0 0.126
H 28.56525 1.64816 -5.00086 0.0 -0.1 -0.3 0.124
H 27.95295 2.91503 -3.13183 0.8 0.0 0.6 0.107
H 27.89769 1.45601 -2.03952 0.6 0.2 0.1 0.098
H 25.97778 2.52083 -4.07688 0.2 0.0 -0.3 0.108
H 25.71271 2.10581 -2.42996 0.0 0.0 0.2 0.086
H 26.32703 -0.24906 -1.72853 0.0 -0.2 -0.1 0.060
H 24.59708 -0.06808 -1.78959 -0.3 0.4 -0.3 0.068
H 25.30841 -1.40702 -2.66179 0.1 -0.2 0.3 0.077
H 24.64672 1.07038 -5.56270 0.2 0.3 0.1 0.082
H 23.82945 -0.15725 -4.66534 -0.5 0.2 0.2 0.050
H 23.82525 1.55262 -4.03349 -0.2 -0.2 0.0 0.066
H 29.47730 -1.62713 -3.17674 0.2 0.4 -0.1 0.082
H 27.89060 -2.25352 -3.17857 -0.4 0.2 -0.2 0.084
H 28.25556 -0.81253 -2.18950 0.1 -0.3 0.1 0.057
H 25.97767 -1.40024 -5.97693 -0.1 -0.2 -0.2 0.109
C 17.02381 -0.80293 -9.91728 -0.9 0.6 0.4 -0.014
C 16.56472 0.48010 -9.16662 -0.5 1.1 -0.2 -0.438
C 15.08801 0.44631 -8.67639 0.5 -1.0 -1.4 -0.148
C 14.87191 -0.60158 -7.58078 0.5 1.2 -0.3 -0.176
C 15.75627 -0.15965 -6.39795 -0.6 0.7 -0.6 -0.117
C 17.29532 -0.01626 -6.74156 -2.0 -1.5 1.5 -0.495
N 17.40532 0.72094 -7.96842 -1.9 1.3 -0.6 -0.132
O 18.70357 0.93067 -8.35111 2.1 -0.6 -0.3 -0.028
C 18.00006 0.75817 -5.61695 -0.2 0.2 -1.3 -0.027
C 17.78606 -1.46745 -6.73508 0.9 0.3 -0.4 -0.023
C 16.67862 1.79409 -10.11581 0.1 -1.1 1.3 -0.018
H 16.84750 -1.69140 -9.31095 0.2 0.1 0.1 0.055
H 18.08532 -0.70966 -10.14661 -0.1 -0.1 -0.2 0.080
H 16.39240 -0.95967 -10.79183 0.3 0.2 -0.3 0.085
H 14.71757 1.45226 -8.47904 0.3 0.0 0.8 0.117
H 14.49975 0.18808 -9.55694 -0.1 -0.3 -0.2 0.114
H 15.10518 -1.59293 -7.96923 0.0 -0.1 0.1 0.102
H 13.80933 -0.56843 -7.34010 0.0 -0.3 0.4 0.108
H 15.50679 -0.78434 -5.54027 0.8 -0.1 0.2 0.088
H 15.33745 0.82189 -6.17595 0.3 0.3 0.3 0.116
H 19.05761 0.86013 -5.86046 0.2 -0.4 0.3 0.056
H 17.63871 1.78174 -5.71603 -0.4 0.1 0.7 0.082
H 17.81239 0.26578 -4.66279 0.1 0.3 0.1 0.086
H 18.83542 -1.40921 -7.02416 0.1 -0.6 -0.3 0.071
H 17.76211 -1.90473 -5.73693 -0.2 0.1 0.1 0.075
H 17.19948 -2.09380 -7.40717 0.3 -0.1 0.1 0.066
H 16.53823 2.69196 -9.51395 0.4 0.0 0.5 0.071
H 15.86703 1.93311 -10.83003 0.1 -0.8 -0.4 0.076
H 17.66667 1.80061 -10.57605 -0.2 0.2 -0.3 0.068
H 18.84789 1.87488 -8.44737 -0.3 0.3 0.2 0.095
C 20.26124 3.81835 -5.23615 -1.1 1.4 -0.6 -0.037
C 21.43244 4.31252 -6.12701 -0.1 0.2 -0.4 -0.458
C 21.90870 3.12706 -6.97199 1.1 -0.7 1.2 -0.144
C 22.83567 3.48420 -8.09910 0.9 -0.1 1.0 -0.219
C 22.13807 4.35364 -9.05936 0.8 -0.3 0.3 -0.158
C 21.64436 5.67773 -8.40134 -1.2 -1.9 -1.3 -0.482
N 20.96981 5.34662 -7.12900 -0.7 -1.4 -0.2 -0.095
O 20.17275 6.40280 -6.62436 0.7 -0.2 0.3 -0.011
C 22.78917 6.63907 -8.25807 -0.3 1.4 -0.1 -0.029
C 20.60314 6.21130 -9.46002 0.3 0.9 1.0 -0.028
C 22.50636 4.87701 -5.18072 -0.6 0.8 -0.2 -0.027
H 19.38137 3.60978 -5.84476 0.1 -0.4 -0.4 0.073
H 19.88336 4.65936 -4.65476 0.3 0.2 0.3 0.070
H 20.36104 2.99034 -4.53433 0.8 -0.1 -0.3 0.079
H 22.49631 2.47230 -6.32848 -0.1 -0.1 0.5 0.102
H 21.06321 2.49494 -7.24345 -0.2 0.3 -0.5 0.102
H 23.29534 2.62447 -8.58664 -0.5 -0.4 -0.1 0.113
H 23.72869 4.01204 -7.76441 0.1 0.2 0.7 0.115
H 21.40896 3.63112 -9.42603 -0.8 1.0 -0.8 0.125
H 22.95609 4.53924 -9.75541 -0.8 0.6 -0.9 0.125
H 23.33228 6.71470 -9.20010 0.4 -0.2 0.2 0.092
H 22.34125 7.62556 -8.13850 0.0 0.2 0.2 0.085
H 23.41532 6.51981 -7.37386 0.2 -0.4 -0.3 0.074
H 20.24547 7.18251 -9.11807 -0.3 0.0 0.1 0.071
H 21.05357 6.42637 -10.42902 0.4 -0.3 0.1 0.085
H 19.74280 5.56585 -9.63698 0.2 -0.2 0.3 0.080
H 22.62257 4.25143 -4.29571 0.4 -0.3 -0.2 0.059
H 22.10428 5.82158 -4.81437 -0.1 0.2 0.1 0.081
H 23.43001 5.17121 -5.67914 0.2 -0.6 0.1 0.069
H 19.28427 6.06761 -6.76521 -0.2 0.2 0.0 0.098
C 21.56091 -7.69338 -2.49360 0.7 -0.3 0.5 -0.035
C 21.71266 -7.40912 -4.00284 -1.5 -2.0 0.5 -0.495
C 20.36579 -6.88871 -4.57266 -0.2 -0.2 -0.8 -0.135
C 19.92597 -5.48269 -4.25167 0.5 -0.2 1.2 -0.194
C 21.02946 -4.52171 -4.55873 1.2 0.2 -0.4 -0.134
C 22.45736 -5.01372 -4.09379 -1.1 0.5 1.1 -0.442
N 22.72622 -6.47470 -4.35144 -1.1 1.9 -1.0 -0.111
O 23.99760 -6.80911 -3.88801 0.3 -0.3 0.4 -0.007
C 23.46871 -4.25813 -4.88794 0.7 0.9 -0.9 -0.058
C 22.58145 -4.55554 -2.59311 0.4 -0.9 -0.4 -0.024
C 21.97595 -8.83731 -4.66154 0.2 1.6 -0.5 -0.021
H 20.79499 -8.44148 -2.28912 -0.6 0.5 -0.1 0.084
H 21.49126 -6.80755 -1.86231 -0.5 0.0 -0.2 0.049
H 22.41974 -8.21845 -2.07550 0.6 0.1 -0.4 0.081
H 20.38042 -6.84554 -5.66171 0.4 -0.8 -0.3 0.122
H 19.58484 -7.58515 -4.26740 0.0 -0.2 -0.1 0.120
H 19.75909 -5.46501 -3.17466 -0.5 0.4 0.2 0.099
H 19.01957 -5.21454 -4.79449 -0.1 -0.1 0.2 0.113
H 20.82919 -3.54662 -4.11467 0.2 -0.1 0.5 0.075
H 21.09005 -4.22417 -5.60558 -0.1 -0.6 -0.5 0.116
H 24.50350 -4.45011 -4.60431 0.0 -0.1 0.1 0.086
H 23.36045 -4.44186 -5.95687 0.0 -0.4 -0.1 0.092
H 23.32875 -3.17973 -4.81333 -0.1 0.1 0.3 0.070
H 22.79942 -3.48845 -2.54965 0.1 0.0 -0.1 0.067
H 21.69313 -4.71636 -1.98225 -0.1 -0.1 -0.2 0.058
H 23.40291 -5.12422 -2.15734 0.1 0.2 0.2 0.080
H 21.97873 -8.72429 -5.74566 0.2 0.2 -0.1 0.074
H 21.19602 -9.58127 -4.49932 0.1 0.2 0.7 0.080
H 22.96667 -9.16887 -4.35066 -0.2 -0.3 0.1 0.073
H 24.47403 -6.88489 -4.71799 0.4 -0.1 0.1 0.110
C 16.19928 0.53427 0.12204 0.3 -1.7 -0.9 -0.033
C 15.41958 1.83203 0.23981 -0.2 -0.6 1.0 -0.493
C 15.94834 2.62584 1.45559 -0.1 -0.8 0.5 -0.135
C 17.25185 3.35601 1.25204 -0.3 -0.5 -0.5 -0.200
C 17.03966 4.19116 0.03453 0.5 1.2 -0.8 -0.148
C 16.70215 3.44174 -1.29996 0.5 -0.6 1.5 -0.445
N 15.49206 2.62535 -0.96968 0.4 2.0 0.3 -0.112
O 15.02477 1.89906 -2.06486 -0.1 -0.1 -0.4 -0.007
C 16.43308 4.51235 -2.36648 -0.3 -0.1 -0.2 -0.031
C 17.91040 2.58055 -1.77070 0.3 0.8 -0.3 -0.017
C 13.93143 1.50217 0.56622 -0.1 -0.9 -0.2 -0.024
H 16.18747 -0.21283 0.91564 -0.2 0.7 0.9 0.081
H 17.24801 0.63032 -0.15914 0.0 0.4 0.1 0.059
H 15.77260 -0.11602 -0.64161 -0.1 0.4 -0.6 0.075
H 15.11524 3.25562 1.76771 0.4 0.6 0.1 0.122
H 16.12783 1.93184 2.27671 -0.5 -0.4 0.0 0.117
H 18.09568 2.69108 1.06782 -0.1 -0.6 0.0 0.085
H 17.55488 3.87468 2.16157 -0.3 0.5 -0.1 0.111
H 17.92240 4.80869 -0.13133 0.3 0.2 -0.4 0.106
H 16.23901 4.90497 0.22828 -0.2 0.0 0.0 0.123
H 15.79254 5.34169 -2.06644 -0.5 -0.4 0.4 0.083
H 17.34550 5.03632 -2.65116 0.3 -0.4 0.0 0.075
H 16.00933 4.04217 -3.25387 0.0 0.1 -0.1 0.083
H 18.60863 3.24795 -2.27582 0.0 0.2 -0.3 0.062
H 18.54899 2.16173 -0.99294 -0.5 -0.4 0.2 0.051
H 17.62034 1.83702 -2.51307 -0.1 -0.2 0.2 0.082
H 13.89556 0.94556 1.50270 0.1 0.5 0.5 0.086
H 13.44447 0.76767 -0.07525 0.5 0.0 -0.7 0.067
H 13.21550 2.32406 0.55997 0.5 0.4 0.3 0.088
H 14.20610 2.37474 -2.22331 -0.3 -0.3 -0.5 0.111
C 23.36670 -3.53584 5.65715 -0.7 0.0 0.2 -0.011
C 21.92635 -2.93576 5.77752 1.0 0.0 -0.7 -0.507
C 21.72130 -2.15772 7.07431 2.0 -0.4 0.4 -0.127
C 22.58631 -0.87345 7.12833 -1.8 -0.1 -1.2 -0.143
C 22.09648 -0.00173 5.93807 1.0 0.1 1.4 -0.148
C 22.17370 -0.60772 4.54035 -0.1 -0.7 0.6 -0.464
N 21.70940 -2.03851 4.62254 -1.7 1.7 0.2 -0.105
O 21.68959 -2.65042 3.35753 -0.1 0.1 0.4 -0.025
C 21.19062 0.23430 3.68527 1.6 0.2 -0.8 -0.021
C 23.61478 -0.57142 3.98584 0.1 -0.2 -0.6 -0.021
C 20.89306 -4.05510 5.74302 0.0 -0.7 -1.0 -0.032
H 24.15762 -2.78800 5.71445 -0.1 -0.1 0.4 0.060
H 23.50031 -3.99849 4.67929 -0.2 -0.2 0.0 0.079
H 23.48209 -4.31855 6.40692 0.3 0.1 0.0 0.090
H 20.65816 -2.05778 7.29306 0.1 0.5 -0.1 0.120
H 22.15421 -2.84596 7.80028 -0.4 -0.1 0.5 0.120
H 23.65492 -1.07737 7.06066 -0.1 -0.2 0.0 0.104
H 22.39151 -0.30150 8.03554 0.1 -0.1 0.1 0.110
H 22.71903 0.89028 6.00765 -0.1 0.3 -0.6 0.115
H 21.08157 0.31591 6.17712 -0.2 -0.1 -0.2 0.116
H 21.45814 0.10775 2.63621 -1.1 -1.1 -0.4 0.064
H 20.14878 0.17422 3.99997 0.1 -0.4 -0.4 0.085
H 21.46085 1.28956 3.64647 0.2 0.5 1.2 0.061
H 23.70413 -1.07124 3.02131 -0.4 0.0 -0.3 0.076
H 24.01419 0.42311 3.78720 -0.2 0.2 0.3 0.078
H 24.34344 -1.13426 4.56927 -0.2 0.3 0.5 0.071
H 21.00796 -4.88811 6.43655 0.4 0.5 0.6 0.094
H 20.99855 -4.56594 4.78592 -0.3 0.1 -0.3 0.082
H 19.87113 -3.68728 5.83514 0.0 0.2 -0.1 0.076
H 22.60620 -2.82446 3.13139 0.4 -0.3 -0.3 0.085
C 21.32178 6.56503 0.93527 0.7 -0.2 -1.2 0.015
C 21.98792 5.45665 1.76977 -2.1 0.5 1.7 -0.413
C 20.97749 4.25794 1.79981 0.1 0.1 0.2 -0.142
C 21.01304 3.32989 0.63976 1.5 -0.9 -0.5 -0.167
C 22.46788 2.83672 0.59016 0.3 0.4 -0.3 -0.098
C 23.52162 3.99134 0.28116 -0.1 -2.6 -0.3 -0.402
N 23.31021 5.08852 1.23285 -0.7 0.2 -0.5 0.073
O 24.32485 5.98757 1.42196 -0.9 -1.1 -0.6 0.139
C 24.90789 3.29564 0.46763 0.6 1.3 -1.0 -0.006
C 23.38467 4.43600 -1.19623 -0.1 1.7 -0.6 0.004
C 22.08154 5.95123 3.26197 1.6 0.0 -0.3 -0.005
H 20.34100 6.78844 1.35508 0.3 0.2 0.2 0.109
H 21.16141 6.16492 -0.06588 -0.2 0.1 -0.1 0.079
H 21.96694 7.43273 0.79760 -0.2 0.2 0.4 0.101
H 21.17922 3.67898 2.70103 -0.1 0.0 0.1 0.117
H 19.93050 4.56034 1.82159 0.2 0.9 0.6 0.119
H 20.70924 3.80998 -0.29047 -0.1 -0.1 -0.1 0.115
H 20.32480 2.51391 0.86016 0.1 -0.1 -0.3 0.106
H 22.73055 2.02313 -0.08601 -0.4 0.3 -0.6 0.125
H 22.73312 2.36541 1.53653 -0.1 0.3 0.5 0.111
H 25.25621 3.11322 1.48423 -0.4 -0.1 0.0 0.096
H 24.96181 2.40824 -0.16302 -0.6 -0.4 0.5 0.081
H 25.66630 3.87999 -0.05338 0.2 0.5 0.4 0.088
H 24.09198 5.21320 -1.48565 0.6 0.0 0.5 0.099
H 23.50616 3.69565 -1.98694 0.1 -0.7 0.7 0.089
H 22.46934 4.96658 -1.45841 -0.5 -0.4 0.5 0.076
H 21.16080 6.19499 3.79199 -0.4 -0.7 -0.6 0.107
H 22.63728 6.87342 3.43174 0.3 0.1 -0.6 0.087
H 22.64137 5.17267 3.78016 -0.3 -0.1 0.5 0.089
H 24.61051 5.75493 2.30845 0.6 0.5 0.8 0.145
C 13.24249 -5.80367 -4.90925 0.4 1.4 0.3 -0.029
C 13.51938 -5.46294 -3.42338 0.5 -1.2 0.5 -0.464
C 15.09821 -5.56651 -3.19593 -1.2 0.1 -2.1 -0.118
C 15.85835 -4.33539 -3.73366 -0.8 0.4 1.9 -0.163
C 15.22365 -3.03489 -3.11815 -0.1 -1.0 -0.3 -0.111
C 13.65090 -2.84597 -3.28775 1.8 -1.1 -0.5 -0.442
N 13.01848 -4.16856 -2.95432 2.7 0.8 1.3 -0.143
O 11.66394 -4.09752 -3.00162 -2.0 0.2 -0.8 -0.012
C 13.28048 -1.71392 -2.30158 -0.6 -0.7 -0.5 -0.037
C 13.35259 -2.44382 -4.74329 -0.5 0.2 -0.4 -0.036
C 12.87751 -6.58253 -2.53319 0.4 0.0 -0.1 -0.043
H 13.59507 -6.81481 -5.11266 -0.4 0.0 -0.2 0.085
H 13.81140 -5.08455 -5.49857 0.4 -0.2 -0.3 0.060
H 12.22373 -5.56615 -5.21555 -0.2 -0.7 0.3 0.082
H 15.41751 -5.91922 -2.21524 -0.3 0.7 0.3 0.101
H 15.41304 -6.36490 -3.86789 -0.1 -0.4 0.0 0.105
H 15.99669 -4.24060 -4.81069 -0.5 -0.3 -0.1 0.098
H 16.85647 -4.52533 -3.33897 0.4 0.7 0.0 0.084
H 15.77299 -2.19820 -3.54975 -0.3 0.4 0.1 0.096
H 15.40208 -3.04512 -2.04291 0.2 -0.1 0.1 0.105
H 12.20251 -1.55749 -2.34164 -0.1 0.2 0.1 0.080
H 13.56960 -1.92263 -1.27155 0.0 -0.2 0.0 0.078
H 13.78349 -0.79953 -2.61620 0.0 0.0 0.0 0.071
H 13.25500 -1.36830 -4.89110 0.0 0.1 0.2 0.072
H 14.10432 -2.76086 -5.46612 0.2 -0.2 0.2 0.066
H 12.41771 -2.88340 -5.09093 -0.2 0.0 0.2 0.082
H 13.41621 -7.52131 -2.66204 0.5 0.1 0.0 0.076
H 11.85929 -6.91773 -2.73059 -0.3 0.7 -0.3 0.075
H 12.94983 -6.30040 -1.48282 0.0 0.0 0.1 0.081
H 11.34263 -4.28955 -2.11760 0.1 0.0 0.2 0.109
C 19.81997 -0.96663 0.28516 -1.5 0.5 0.4 -0.056
C 19.05726 -1.95974 -0.61282 1.4 -0.7 1.7 -0.359
C 19.68973 -2.06848 -1.98646 0.6 -1.2 0.2 -0.223
O 19.84262 -0.85219 -2.64518 -0.6 1.1 -0.4 -0.179
C 20.45575 -0.87193 -3.92759 -0.4 0.2 0.4 -0.097
N 19.13877 -3.27514 0.12829 0.2 0.4 -1.5 0.084
H 20.65406 -1.34390 0.87684 0.2 -0.5 -0.5 0.067
H 19.04955 -0.75622 1.02696 0.2 0.5 0.4 0.050
H 20.09034 -0.02274 -0.18820 0.0 0.0 -0.2 0.059
H 17.99987 -1.71503 -0.71349 0.0 0.6 -0.1 0.122
H 19.05360 -2.79346 -2.49424 0.1 -0.1 -0.8 0.123
H 20.70042 -2.46333 -1.88301 0.0 -0.6 0.2 0.111
H 19.86076 -1.39245 -4.67801 -0.2 -0.2 0.0 0.069
H 21.45020 -1.31813 -3.93632 0.2 -0.1 0.3 0.075
H 20.51398 0.17472 -4.22631 0.2 -0.1 0.0 0.074
H 19.21547 -3.20613 1.13300 0.0 0.6 -0.1 0.033
H 18.33831 -3.86486 -0.04952 -0.1 -0.2 -0.2 0.035
```
Positions in Å, forces in eV/Å.